1.
143
Properties=species:S:1:pos:R:3 method="wB97M-V/def2-TZVPD" charge=+1 largest_force_ev_per_a=5.834 gap_ev=6.023
C 2.092 1.209 -3.721
C 2.767 1.348 -2.455
C 2.317 0.619 -1.080
N 2.122 1.770 -0.088
C 1.228 1.281 0.943
N 1.344 -0.166 1.281
C 2.115 -0.340 2.549
C 3.059 -1.773 2.385
C 2.140 -3.181 2.281
O 3.002 -2.721 3.560
N 0.323 2.044 1.595
C 0.199 3.536 1.304
C 1.545 4.356 1.668
C 1.441 5.231 3.023
C 1.527 4.280 4.315
O 2.574 4.626 5.246
C 2.423 3.673 6.354
C -0.609 1.509 2.618
O -1.508 0.696 2.251
N -0.596 1.896 4.037
C -1.575 1.131 4.834
O -2.784 1.382 4.899
F -1.036 0.026 5.569
H 1.486 2.121 -4.099
H 2.138 0.305 -4.417
H 3.671 2.068 -2.427
H 3.055 -0.167 -0.710
H 1.264 0.198 -1.291
H 1.699 2.515 -0.667
H 0.410 -0.605 1.315
H 1.482 -0.488 3.487
H 2.966 0.425 2.678
H 4.057 -1.710 1.720
H 2.694 -4.190 2.310
H 1.102 -3.115 2.748
H -0.700 3.997 1.837
H 0.099 3.593 0.151
H 2.469 3.675 1.711
H 1.740 5.083 0.788
H 0.511 5.911 3.024
H 2.358 5.927 3.020
H 1.708 3.203 3.924
H 0.500 4.283 4.822
H 3.354 3.787 7.002
H 1.462 3.837 6.954
H 2.365 2.589 5.947
H -0.951 2.876 4.061
C 0.246 -6.399 6.663
O 1.200 -5.810 5.788
C 1.995 -4.818 6.436
C 3.365 -5.366 6.823
O 3.257 -6.378 7.821
C 3.354 -7.688 7.277
H -0.131 -7.310 6.198
H 0.684 -6.659 7.631
H -0.590 -5.708 6.814
H 1.473 -4.409 7.307
H 2.134 -4.003 5.717
H 3.957 -4.553 7.256
H 3.902 -5.740 5.945
H 4.400 -7.917 7.051
H 2.749 -7.804 6.375
H 2.995 -8.396 8.028
C -3.030 -0.929 -7.415
O -3.468 0.344 -6.955
C -2.948 0.666 -5.669
C -1.760 1.619 -5.771
O -0.647 0.998 -6.410
C -0.529 1.376 -7.778
H -3.234 -0.995 -8.484
H -1.958 -1.075 -7.256
H -3.587 -1.718 -6.900
H -2.678 -0.242 -5.119
H -3.751 1.166 -5.117
H -1.438 1.886 -4.758
H -2.040 2.543 -6.288
H -0.103 2.382 -7.846
H -1.489 1.347 -8.297
H 0.151 0.674 -8.267
C 6.874 3.313 -3.222
O 5.700 3.987 -2.785
C 5.994 5.103 -1.945
C 5.912 6.417 -2.716
O 6.928 6.501 -3.711
C 6.440 6.196 -5.011
H 6.605 2.660 -4.053
H 7.643 4.012 -3.564
H 7.273 2.702 -2.407
H 6.973 4.985 -1.470
H 5.237 5.113 -1.153
H 6.081 7.243 -2.017
H 4.920 6.553 -3.160
H 5.880 7.050 -5.404
H 5.805 5.307 -5.013
H 7.297 6.010 -5.662
C -5.705 -2.162 1.166
O -5.380 -1.177 0.193
C -6.424 -0.221 0.017
C -6.125 1.074 0.764
O -6.122 0.873 2.176
C -4.808 0.757 2.703
H -4.788 -2.685 1.443
H -6.138 -1.719 2.068
H -6.408 -2.884 0.740
H -7.389 -0.638 0.322
H -6.478 -0.003 -1.055
H -6.919 1.796 0.547
H -5.176 1.511 0.431
H -4.349 1.749 2.768
H -4.179 0.099 2.099
H -4.880 0.339 3.709
C 0.101 3.321 -11.108
O -0.801 3.840 -10.139
C -0.493 5.185 -9.776
C -1.405 6.177 -10.491
O -1.175 6.175 -11.898
C -2.149 5.417 -12.605
H -0.335 2.416 -11.533
H 0.285 4.032 -11.919
H 1.050 3.063 -10.628
H 0.561 5.409 -9.969
H -0.662 5.269 -8.697
H -1.173 7.186 -10.132
H -2.458 5.977 -10.268
H -3.078 5.991 -12.681
H -2.349 4.456 -12.125
H -1.769 5.229 -13.611
C -2.838 -8.217 8.315
O -2.554 -8.629 6.984
C -2.675 -10.041 6.816
C -4.003 -10.412 6.163
O -5.105 -10.104 7.014
C -5.748 -8.890 6.650
H -2.991 -7.136 8.315
H -3.739 -8.695 8.708
H -1.987 -8.453 8.962
H -2.547 -10.559 7.771
H -1.860 -10.353 6.154
H -4.021 -11.494 5.997
H -4.114 -9.923 5.189
H -6.377 -9.055 5.769
H -5.031 -8.091 6.445
H -6.384 -8.579 7.481

***

2.
136
Properties=species:S:1:pos:R:3 method="wB97M-V/def2-TZVPD" smiles="CC1(C)CCCC(C)(C)N1O.CC1(C)CCCC(C)(C)N1O.CC1(C)CCCC(C)(C)N1O.CC1(C)CCCC(C)(C)N1O.NC(N)=O.NC(N)=O" largest_force_ev_per_a=2.903 gap_ev=7.739 relative_energy_kj_mol=96.64
C 3.505 -3.950 2.806
C 4.644 -3.978 1.771
C 6.015 -4.385 2.409
C 6.197 -5.882 2.624
C 5.809 -6.641 1.381
C 4.448 -6.310 0.732
N 4.369 -4.858 0.612
O 3.269 -4.329 -0.125
C 4.463 -6.956 -0.654
C 3.357 -6.901 1.592
C 4.943 -2.555 1.256
H 3.806 -4.634 3.608
H 2.556 -4.248 2.371
H 3.445 -3.007 3.351
H 6.782 -4.195 1.650
H 6.253 -3.815 3.306
H 5.518 -6.206 3.424
H 7.211 -6.155 2.921
H 5.802 -7.717 1.578
H 6.608 -6.489 0.647
H 5.348 -6.778 -1.265
H 4.239 -8.022 -0.620
H 3.643 -6.534 -1.245
H 3.626 -6.800 2.642
H 2.382 -6.445 1.411
H 3.220 -7.949 1.318
H 4.083 -2.020 0.842
H 5.618 -2.625 0.394
H 5.413 -1.847 1.941
H 3.773 -3.885 -0.815
C 10.316 -2.729 0.667
C 10.200 -2.459 2.167
C 10.579 -3.845 2.711
C 10.879 -3.955 4.193
C 12.013 -2.932 4.484
C 11.805 -1.535 3.882
N 11.275 -1.528 2.520
O 11.149 -0.251 1.939
C 10.881 -0.854 4.921
C 13.168 -0.805 3.832
C 8.801 -2.003 2.601
H 9.793 -1.980 0.057
H 10.112 -3.718 0.253
H 11.279 -2.590 0.153
H 9.837 -4.570 2.365
H 11.496 -4.190 2.222
H 11.312 -4.932 4.411
H 9.967 -3.871 4.788
H 12.939 -3.362 4.091
H 12.075 -2.844 5.567
H 9.857 -1.224 4.994
H 11.342 -0.611 5.878
H 10.617 0.173 4.612
H 13.803 -1.501 3.273
H 13.059 0.128 3.292
H 13.623 -0.773 4.820
H 8.109 -2.074 1.764
H 8.766 -1.012 3.050
H 8.442 -2.676 3.383
H 11.837 -0.288 1.264
C 3.463 4.541 1.765
C 4.065 5.113 0.461
C 4.115 3.922 -0.503
C 4.281 4.334 -1.951
C 3.108 5.238 -2.338
C 3.111 6.568 -1.570
N 3.245 6.155 -0.125
O 2.754 7.110 0.774
C 4.197 7.586 -1.985
C 1.744 7.226 -1.710
C 5.504 5.624 0.730
H 3.375 5.156 2.662
H 3.816 3.523 1.914
H 2.382 4.398 1.604
H 4.981 3.354 -0.145
H 3.264 3.265 -0.312
H 4.282 3.486 -2.636
H 5.249 4.840 -2.001
H 2.206 4.737 -1.975
H 2.992 5.420 -3.408
H 3.858 8.195 -2.820
H 4.297 8.242 -1.118
H 5.154 7.089 -2.143
H 1.001 6.470 -1.443
H 1.514 8.149 -1.181
H 1.609 7.498 -2.761
H 6.058 5.789 -0.192
H 6.048 5.057 1.487
H 5.418 6.609 1.202
H 1.957 6.725 1.157
C 10.225 6.972 -6.029
C 11.017 6.727 -4.726
C 11.410 8.052 -3.995
C 10.334 8.755 -3.195
C 9.729 7.773 -2.206
C 9.164 6.523 -2.927
N 10.180 5.951 -3.786
O 9.835 4.694 -4.343
C 8.683 5.534 -1.835
C 7.897 7.067 -3.687
C 12.352 6.058 -5.008
H 9.465 6.237 -6.291
H 10.950 6.945 -6.847
H 9.689 7.922 -6.029
H 12.239 7.758 -3.348
H 11.856 8.716 -4.741
H 9.596 9.167 -3.890
H 10.752 9.608 -2.657
H 9.007 8.256 -1.547
H 10.554 7.496 -1.537
H 9.635 5.324 -1.342
H 7.942 5.975 -1.178
H 8.272 4.683 -2.378
H 7.026 6.429 -3.529
H 7.672 8.109 -3.461
H 8.026 7.077 -4.770
H 12.895 6.666 -5.732
H 12.137 5.136 -5.560
H 12.966 5.861 -4.132
H 10.521 4.129 -3.970
C 3.544 -0.265 -2.209
O 2.445 -0.635 -2.588
N 3.762 0.650 -1.227
N 4.752 -0.755 -2.668
H 2.997 1.124 -0.783
H 4.699 0.902 -0.963
H 5.608 -0.229 -2.634
H 4.672 -1.407 -3.433
C 7.856 1.087 -0.540
O 6.695 1.397 -0.838
N 8.079 0.102 0.358
N 8.939 1.767 -0.988
H 7.287 -0.416 0.689
H 8.994 -0.277 0.524
H 8.704 2.456 -1.681
H 9.786 1.691 -0.457